{
  "formula": "C2HClN2OS",
  "method": "wB97M-V/def2-TZVPD",
  "homo_lumo_gap_ev": 8.23,
  "smiles": "O=C1N=NS[C@H]1Cl",
  "relative_energy_kcal_mol": 47.3,
  "homo_ev": -9.644,
  "symbols": ["O", "C", "N", "N", "S", "C", "Cl", "H"],
  "positions_angstrom": [[2.239, -0.593, -0.629], [1.442, 0.306, -0.636], [1.748, 1.657, -0.835], [0.855, 2.468, -1.055], [-0.729, 2.117, -0.851], [-0.046, 0.029, -0.540], [-0.491, -0.989, -1.857], [-0.617, -0.321, 0.293]]
}

=====

{
  "formula": "C16H23BCrF6N4O5S3",
  "method": "wB97M-V/def2-TZVPD",
  "homo_lumo_gap_ev": [7.40, 7.05],
  "total_charge": -1,
  "relative_energy_kcal_mol": 3.2,
  "multiplicity": 2,
  "homo_ev": [-5.134, -4.774],
  "symbols": ["Cr", "C", "C", "S", "O", "C", "C", "H", "H", "H", "H", "H", "H", "H", "H", "H", "H", "N", "C", "H", "B", "C", "N", "H", "H", "H", "C", "C", "C", "C", "C", "C", "C", "C", "N", "H", "H", "H", "H", "H", "H", "H", "H", "H", "F", "C", "F", "F", "S", "O", "O", "N", "S", "O", "O", "C", "F", "F", "F"],
  "positions_angstrom": [[-0.067, -0.984, 0.080], [4.018, 1.114, 0.126], [2.810, 1.945, 0.519], [1.548, 1.848, -0.771], [1.185, 0.390, -0.900], [0.209, 2.666, 0.133], [-0.721, 3.429, -0.795], [4.761, 1.149, 0.922], [4.467, 1.474, -0.802], [3.723, 0.072, -0.003], [3.041, 3.007, 0.634], [2.358, 1.567, 1.435], [0.647, 3.294, 0.909], [-0.310, 1.836, 0.611], [-0.217, 4.276, -1.263], [-1.578, 3.801, -0.233], [-1.099, 2.775, -1.582], [-1.139, -3.665, 1.268], [-0.735, -2.663, 0.834], [-1.228, -4.656, 1.335], [2.961, -0.598, 3.715], [1.998, -0.746, 2.476], [1.331, -0.852, 1.540], [4.097, -0.536, 3.283], [2.806, -1.562, 4.433], [2.655, 0.433, 4.288], [-1.550, 0.659, 3.074], [-2.599, 1.090, 2.092], [-3.641, 1.927, 2.473], [-4.616, 2.314, 1.568], [-4.561, 1.861, 0.256], [-3.540, 1.024, -0.166], [-3.461, 0.528, -1.580], [-2.543, 0.634, 0.758], [-1.509, -0.152, 0.320], [-1.597, 1.259, 3.983], [-0.548, 0.726, 2.650], [-1.681, -0.391, 3.346], [-3.686, 2.283, 3.497], [-5.420, 2.968, 1.885], [-5.326, 2.164, -0.451], [-4.289, 0.917, -2.173], [-3.472, -0.562, -1.613], [-2.518, 0.818, -2.046], [3.175, -2.781, -3.150], [2.935, -3.889, -2.452], [4.052, -4.213, -1.794], [2.652, -4.879, -3.291], [1.561, -3.635, -1.198], [2.247, -3.399, 0.034], [0.715, -4.786, -1.319], [0.850, -2.260, -1.627], [-0.065, -2.254, -2.944], [0.331, -3.262, -3.884], [-1.450, -2.065, -2.639], [0.429, -0.657, -3.769], [-0.257, 0.383, -3.296], [1.728, -0.405, -3.668], [0.127, -0.779, -5.069]]
}

=====

{
  "formula": "C11H36O7",
  "method": "wB97M-V/def2-TZVPD",
  "homo_lumo_gap_ev": 10.25,
  "smiles": "CCO.CCO.CCO.CCO.CO.CO.CO",
  "relative_energy_kcal_mol": 45.6,
  "homo_ev": -9.757,
  "symbols": ["C", "C", "O", "H", "H", "H", "H", "H", "H", "C", "C", "O", "H", "H", "H", "H", "H", "H", "C", "C", "O", "H", "H", "H", "H", "H", "H", "C", "C", "O", "H", "H", "H", "H", "H", "H", "C", "O", "H", "H", "H", "H", "C", "O", "H", "H", "H", "H", "C", "O", "H", "H", "H", "H"],
  "positions_angstrom": [[6.255, 10.604, 13.244], [6.407, 11.912, 12.422], [6.164, 11.784, 11.051], [5.312, 10.116, 12.998], [6.197, 10.865, 14.300], [7.054, 9.874, 13.105], [7.381, 12.390, 12.531], [5.795, 12.687, 12.884], [5.232, 11.878, 10.840], [9.091, 11.387, 5.847], [8.692, 12.538, 6.698], [9.706, 13.397, 6.757], [9.860, 10.850, 6.404], [9.434, 11.804, 4.900], [8.286, 10.689, 5.618], [8.384, 12.361, 7.728], [7.783, 12.932, 6.245], [9.412, 14.281, 6.991], [6.283, 5.531, 12.995], [6.832, 6.948, 12.942], [7.743, 7.083, 11.895], [5.469, 5.438, 12.276], [5.805, 5.443, 13.970], [7.033, 4.760, 12.819], [7.314, 7.169, 13.894], [6.039, 7.696, 12.948], [7.353, 7.760, 11.337], [10.511, 11.700, 11.623], [10.846, 11.398, 13.043], [9.770, 11.657, 13.941], [9.757, 11.005, 11.253], [11.395, 11.641, 10.988], [10.110, 12.713, 11.596], [11.624, 12.051, 13.437], [11.065, 10.333, 13.115], [10.114, 11.181, 14.701], [4.952, 11.187, 6.516], [5.295, 11.650, 5.203], [5.436, 11.813, 7.266], [3.875, 11.137, 6.672], [5.244, 10.156, 6.717], [5.166, 12.590, 5.059], [7.995, 9.283, 9.227], [7.129, 9.381, 10.324], [8.126, 8.297, 8.782], [7.659, 9.949, 8.432], [8.944, 9.626, 9.639], [7.025, 10.291, 10.610], [4.842, 6.844, 9.578], [4.837, 8.281, 9.339], [5.879, 6.544, 9.423], [4.633, 6.622, 10.624], [4.163, 6.218, 8.998], [5.688, 8.694, 9.505]]
}